{"formula": "C26H45CeCl3O2P2", "method": "the ωB97M-V functional and the def2-TZVPD basis", "multiplicity": 2, "total_charge": 1, "homo_ev": [-11.10, -11.04], "relative_energy_kj_mol": 1115.8, "orbital_gap_ev": [7.14, 7.22], "energy_ha": -3706.00932, "symbols": ["H", "H", "H", "C", "H", "Cl", "P", "H", "H", "C", "C", "H", "H", "H", "C", "H", "C", "H", "C", "H", "H", "C", "H", "H", "C", "H", "C", "Cl", "C", "P", "C", "H", "C", "H", "C", "C", "H", "O", "H", "C", "C", "C", "H", "H", "H", "C", "C", "H", "Cl", "H", "H", "C", "H", "O", "H", "H", "H", "H", "H", "H", "H", "H", "H", "C", "H", "Ce", "H", "C", "C", "H", "H", "H", "H", "C", "C", "H", "H", "C", "H"], "positions_angstrom": [[-2.785606, 1.365856, 3.781343], [2.865894, -3.451744, 0.083743], [-0.169606, 1.840856, -2.235757], [-0.111706, -1.513844, -3.903257], [3.760994, 1.027056, 0.474943], [2.025494, -1.718344, 6.426743], [0.740394, -2.058844, 0.304643], [-0.891706, -3.933344, 0.831643], [0.400394, -3.105944, 2.592443], [-1.900106, 3.197156, 0.537043], [-2.320806, -0.660344, 0.195643], [3.181394, -1.743344, -0.152157], [-2.083906, -1.003744, -3.663057], [-3.374206, 0.482656, -2.235257], [-2.316406, -1.610044, 2.690243], [-1.163706, -3.374944, -0.768657], [-3.253306, -1.804944, -0.283357], [1.073894, 2.000556, 3.606243], [-0.228006, 1.703456, -4.358557], [-3.380606, -1.681344, 2.912743], [-3.967006, 1.631656, -1.104557], [0.351094, 1.338356, -3.008157], [-3.051606, -2.733044, 0.248043], [-1.081306, 1.034056, 3.979243], [-1.088506, 0.554056, -4.907557], [0.995994, -1.038344, -5.685657], [2.174194, -0.652144, 4.994743], [2.190494, 1.005556, 5.635243], [1.369194, 0.469156, -2.855957], [1.452894, 1.729156, 1.120243], [1.787094, 3.353256, 0.181843], [1.781094, 0.110856, -1.941357], [1.210694, -3.097444, 1.862743], [-1.976506, -2.589944, 2.362843], [1.212994, 2.665356, 2.757243], [-1.805506, 1.664756, 0.658343], [-1.618406, 2.579256, 3.321743], [0.151794, -1.776044, 4.372743], [-0.794206, 2.631056, -4.275757], [2.464494, -2.538444, -0.353757], [-0.370406, -3.580144, -0.057757], [-1.807406, 1.508756, 3.323243], [2.285694, 3.161256, -0.767857], [3.027794, -0.605444, -3.681257], [-1.568906, 3.541856, -0.441757], [-1.131606, -0.673344, -3.980557], [3.277394, 1.306656, 1.410343], [2.443494, -2.741344, -1.413757], [3.748894, -1.012944, 4.257543], [-1.294706, 3.705556, 1.282643], [3.818994, 2.157556, 1.822943], [-3.042606, 1.239956, -1.529157], [0.226794, -4.404744, -0.448157], [0.997494, -0.289044, 2.802443], [2.339394, 0.540956, -4.772157], [-0.239806, -2.505144, -3.545157], [0.362994, 3.338056, 2.696743], [1.432694, -4.139844, 1.629543], [-1.799306, -1.381444, 3.621743], [1.741094, -2.245944, -4.760657], [-0.683606, 0.252856, -5.872757], [-3.256606, -2.041244, -1.341257], [-4.281806, -1.540644, -0.037257], [1.205994, -1.304244, -4.650957], [-2.590706, 2.077756, -2.051857], [-0.171206, 0.074156, 0.563443], [-2.085106, 0.881756, -5.192757], [-1.806506, 0.906556, 1.906243], [-2.056206, -0.534544, 1.621443], [2.105694, -2.701844, 2.344643], [0.859194, 3.890256, -0.009757], [2.084994, 3.279856, 2.978943], [2.441494, 4.009056, 0.755743], [1.038294, -0.895744, 4.008043], [-2.170306, 0.698756, -0.372357], [-2.930406, 3.525756, 0.671843], [0.579194, 1.933156, -5.054557], [2.073494, -0.204444, -4.022357], [3.368394, 0.473656, 2.106943]], "forces_ev_per_angstrom": [[-0.113, -0.126, -0.142], [-0.392, 0.097, 0.355], [-0.189, 0.149, 1.368], [0.735, -0.215, -1.593], [-0.031, -0.005, -0.127], [-0.030, 0.191, -0.460], [4.331, -12.481, 0.360], [0.352, 0.296, 0.234], [0.102, 0.235, -0.067], [0.345, -0.984, -0.136], [-3.747, 1.162, 0.524], [-0.086, 0.172, -0.011], [-0.898, -0.139, 0.697], [0.395, -0.122, -0.113], [0.420, 0.776, -0.453], [0.110, 0.118, -0.379], [0.557, 0.608, 0.142], [-0.101, -0.029, -0.341], [0.546, 0.230, 0.355], [-0.161, 0.081, -0.234], [-0.006, 0.026, 0.282], [1.406, -0.360, -0.877], [0.150, 0.096, 0.069], [0.108, -0.057, 0.017], [-0.194, -0.694, 0.249], [-0.238, 0.204, -0.067], [0.665, -0.187, 1.165], [-0.127, 0.061, -0.317], [-0.281, 0.987, -1.202], [6.884, 8.468, 3.228], [-0.155, -0.641, -0.258], [-0.049, 0.214, 1.245], [-0.122, 0.818, 1.053], [0.038, -0.069, 0.004], [-0.262, -0.417, -0.092], [-4.308, 0.004, 1.625], [0.050, -0.015, -0.161], [3.639, 3.835, -1.288], [-0.120, -0.085, 0.089], [-0.364, 0.174, -0.748], [-0.254, 0.397, -1.196], [0.296, -0.476, -0.714], [-0.125, -0.094, -0.115], [-0.057, -0.079, 0.106], [0.002, -0.022, -0.051], [0.185, 0.271, -1.989], [-0.525, -0.668, -0.362], [-0.045, 0.328, -0.539], [-0.072, 0.041, -0.304], [0.044, -0.051, 0.087], [-0.324, 0.177, -0.051], [0.518, -0.468, 0.311], [0.132, 0.104, 0.052], [0.322, -1.124, 2.711], [-0.094, 0.053, -0.042], [-0.294, -0.637, 0.866], [-0.128, 0.016, -0.155], [-0.162, 0.197, -0.679], [0.007, -0.020, -0.236], [0.084, -0.051, 0.398], [0.266, -0.254, 0.037], [0.357, 0.208, -0.261], [-0.031, 0.198, 0.085], [-0.709, -0.230, 0.074], [0.209, -0.071, -0.224], [6.866, -0.581, -2.229], [-0.224, 0.110, 0.495], [-3.210, 0.667, 0.915], [-3.116, 1.503, 1.040], [-0.118, 0.246, -0.041], [-0.054, -0.056, -0.037], [0.174, -0.084, -0.336], [-0.035, -0.188, 0.205], [-4.698, -2.812, -1.875], [-3.964, 0.656, -0.178], [-0.091, -0.112, -0.009], [0.061, -0.094, -0.036], [0.098, 0.554, 0.347], [-0.151, 0.071, -0.067]]}